1.
Here is a cluster of 8 separate species, C30H81N5O13 in total at a distorted geometry from the Open Molecules 2025 dataset. Energies are from ωB97M-V/def2-TZVPD.

Calculated values
* total energy: -66482.25613 eV
* gap between HOMO and LUMO: 8.90 eV
* LUMO energy: 0.47 eV
* energy above the lowest of the compared OMol25 structures with the same formula, charge and spin: 2.906 eV
* SMILES string: COCCNCCOC.COCCNCCOC.COCCNCCOC.COCCNCCOC.COCCNCCOC.O.O.O
* highest occupied orbital energy: -8.43 eV

The geometry in XYZ format:
```
129
Properties=species:S:1:pos:R:3:forces:R:3
C -1.043 -1.067 -5.475 -0.161 1.202 -0.132
O -1.011 -0.821 -4.072 -0.605 0.398 0.420
C -0.269 0.314 -3.562 0.949 -0.737 -0.285
C -0.826 1.677 -3.785 -0.203 0.283 -0.642
N -1.967 1.934 -2.906 -0.046 0.227 -0.509
C -2.445 3.321 -2.986 -0.197 -0.434 0.979
C -3.164 3.605 -4.247 0.282 2.103 -1.648
O -2.320 3.902 -5.416 -1.065 -2.434 1.705
C -1.536 5.029 -5.305 0.186 1.402 -1.413
H -0.076 -1.355 -5.889 0.237 -0.050 0.120
H -1.375 -0.173 -6.003 0.111 0.207 -0.170
H -1.781 -1.823 -5.742 0.085 -0.203 0.637
H 0.744 0.274 -3.961 0.136 0.062 -0.326
H -0.112 0.200 -2.490 -0.393 -0.593 0.066
H -1.152 1.763 -4.822 0.212 0.259 -0.269
H -0.051 2.425 -3.620 0.112 -0.050 0.105
H -2.673 1.416 -3.409 -0.640 -0.423 0.519
H -1.700 4.053 -2.677 0.449 -0.164 -0.634
H -3.186 3.523 -2.212 -0.267 -0.571 0.330
H -3.786 4.481 -4.068 -0.071 0.461 -0.066
H -3.903 2.848 -4.510 0.467 -0.408 -0.255
H -2.209 5.876 -5.435 0.198 0.585 0.134
H -0.883 4.980 -6.176 0.017 0.231 -0.116
H -0.856 5.247 -4.482 -0.315 -0.745 0.707
C -0.465 5.848 1.328 0.212 -0.853 0.231
O -0.045 5.349 0.063 0.463 1.033 -0.169
C -0.332 3.995 -0.183 0.812 -1.154 0.851
C 0.532 2.954 0.642 0.784 -0.128 -0.712
N 2.027 3.202 0.557 -1.445 1.478 0.060
C 2.801 2.212 1.306 -0.926 -0.184 -0.187
C 4.305 2.330 1.107 0.950 -1.217 0.779
O 5.001 1.297 1.864 -2.102 -0.983 -0.500
C 6.377 1.334 1.811 0.908 0.693 0.281
H -0.071 5.186 2.100 -0.056 0.033 0.325
H -1.547 5.879 1.457 -0.258 -0.176 -0.268
H -0.093 6.851 1.537 0.253 -0.059 -0.578
H -0.124 3.746 -1.224 0.107 0.552 -0.129
H -1.402 3.868 -0.019 -0.120 -0.608 0.214
H 0.435 1.946 0.239 -0.723 0.126 0.099
H 0.252 2.964 1.696 -0.306 -0.181 0.141
H 1.975 4.048 1.106 1.289 0.710 -0.163
H 2.403 1.282 0.901 0.504 -0.524 0.286
H 2.532 2.266 2.360 0.219 -0.242 0.367
H 4.732 3.235 1.539 -0.301 0.677 -0.677
H 4.554 2.124 0.066 0.026 0.718 -0.217
H 6.671 2.129 2.496 0.737 0.130 0.056
H 6.837 1.517 0.841 -0.384 0.358 -0.496
H 6.852 0.399 2.109 -0.550 -0.168 0.431
C 0.223 -6.401 4.338 -0.578 -0.238 -0.786
O 0.611 -5.125 3.869 0.776 -0.292 0.754
C 0.963 -5.124 2.515 0.495 0.899 -1.367
C 1.292 -3.697 2.068 -0.325 -0.077 -0.764
N 2.641 -3.247 2.512 -1.891 -0.040 0.308
C 2.761 -1.795 2.352 -0.246 0.594 0.939
C 1.969 -1.016 3.449 0.211 0.628 -1.467
O 2.346 -1.457 4.725 0.568 0.004 -0.738
C 1.387 -2.194 5.383 -0.702 -0.589 1.526
H -0.201 -6.384 5.342 0.077 0.524 -0.096
H 0.987 -7.178 4.325 0.541 0.250 -0.071
H -0.537 -6.725 3.626 -0.428 -0.467 0.182
H 0.182 -5.566 1.896 -0.692 0.240 0.014
H 1.831 -5.688 2.173 0.541 -0.586 1.010
H 0.464 -3.047 2.351 -0.018 0.318 0.533
H 1.237 -3.621 0.982 0.256 -0.382 -0.263
H 2.445 -3.267 3.503 1.058 -0.699 0.735
H 2.439 -1.471 1.363 0.142 0.085 -0.029
H 3.793 -1.518 2.565 0.178 -0.050 -0.492
H 0.893 -1.025 3.274 -0.183 -0.377 0.166
H 2.237 0.037 3.359 0.199 0.112 -0.003
H 0.751 -1.526 5.963 -0.223 0.067 0.289
H 1.911 -2.866 6.064 -0.022 0.050 0.242
H 0.716 -2.843 4.821 0.207 0.143 -0.688
C -1.170 4.218 4.650 0.420 -0.048 -0.485
O -1.780 3.381 3.659 0.060 1.010 1.305
C -1.437 2.018 3.811 -0.326 0.116 0.097
C -2.540 1.224 4.517 0.013 -0.264 0.180
N -3.585 0.792 3.631 -1.747 -1.057 -0.936
C -4.469 -0.331 4.135 1.021 0.144 0.244
C -5.497 -0.831 3.159 0.913 1.460 -3.087
O -4.832 -1.398 1.957 0.595 -0.178 2.026
C -5.660 -2.046 1.066 -0.309 -0.244 -0.938
H -0.086 4.161 4.551 0.334 0.378 -0.543
H -1.245 3.974 5.709 -1.059 -0.599 0.106
H -1.535 5.236 4.516 0.101 -0.110 -0.143
H -0.539 1.920 4.420 0.286 -0.009 -0.084
H -1.207 1.736 2.783 -0.114 -0.880 0.115
H -2.967 1.867 5.287 0.090 0.026 0.228
H -2.130 0.328 4.983 0.568 -0.017 0.451
H -3.097 0.402 2.838 -0.168 -0.123 -0.447
H -5.024 -0.032 5.024 0.125 0.340 0.083
H -3.864 -1.191 4.421 0.339 -0.181 0.259
H -5.862 0.066 2.659 -1.123 0.299 0.686
H -6.294 -1.464 3.549 0.267 -0.151 0.108
H -6.264 -1.389 0.440 -0.411 0.582 0.243
H -6.330 -2.769 1.531 0.003 -0.205 0.129
H -5.038 -2.533 0.315 0.211 -0.374 0.285
C 5.243 -0.619 -5.334 -0.062 -0.706 0.042
O 4.194 -1.613 -5.494 0.473 1.614 0.340
C 3.071 -1.321 -4.681 -1.586 -1.478 -0.317
C 2.148 -2.599 -4.710 1.517 0.954 1.490
N 1.165 -2.518 -3.633 0.383 -0.909 0.879
C 0.654 -3.876 -3.271 -0.634 0.810 -1.276
C -0.192 -3.962 -2.009 0.045 0.935 -0.785
O -1.345 -3.112 -2.205 0.954 -0.535 -0.545
C -2.247 -3.076 -1.143 -0.411 -0.082 0.699
H 6.030 -0.754 -6.076 -0.484 -0.169 -0.440
H 5.789 -0.760 -4.401 -0.363 -0.027 0.450
H 4.874 0.406 -5.378 -0.197 -0.038 -0.091
H 2.378 -0.541 -4.996 0.614 0.781 -0.807
H 3.294 -1.055 -3.647 0.489 -0.327 0.145
H 2.855 -3.372 -4.407 -0.195 -0.468 -0.460
H 1.741 -2.776 -5.705 0.038 -0.103 -0.116
H 0.352 -1.966 -3.867 -0.108 0.016 -0.051
H 1.470 -4.598 -3.263 0.055 0.105 0.243
H 0.025 -4.091 -4.135 -0.335 -0.923 0.020
H 0.468 -3.639 -1.203 -0.403 0.261 0.539
H -0.468 -5.005 -1.853 -0.249 -0.099 0.095
H -1.780 -2.622 -0.269 -0.053 -0.213 0.348
H -2.691 -4.050 -0.940 0.444 -0.501 0.361
H -3.150 -2.501 -1.349 0.378 0.544 -0.662
O -1.887 0.984 -0.384 -0.586 0.031 1.053
H -2.794 1.090 -0.097 -0.220 -0.074 0.299
H -1.911 1.152 -1.326 0.145 0.564 -1.258
O -0.116 -0.398 0.825 0.654 -0.598 1.072
H -0.762 0.175 0.410 -0.555 0.225 -0.223
H 0.285 -0.873 0.098 0.473 -0.197 -0.308
O 1.717 -1.190 -1.257 0.091 0.714 1.163
H 2.592 -1.533 -1.077 0.233 -0.058 0.161
H 1.483 -1.563 -2.107 -0.142 -0.722 -1.160
```
Forces are in eV/Å.

Mulliken atomic charge list, values in e, 99 entries: -0.765 -0.394 1.395 -1.297 0.043 -0.571 -1.072 -0.315 -0.802 0.231 0.369 0.245 -0.446 -0.613 0.424 0.444 0.225 0.368 0.322 0.455 0.376 0.363 0.253 0.297 -0.530 -0.459 -0.325 0.301 -0.426 0.352 -0.630 -0.178 -0.855 0.106 0.301 0.335 -0.114 0.281 -0.003 0.088 0.421 -0.210 0.221 0.324 0.303 0.325 0.324 0.234 -0.852 -0.182 -1.133 0.696 -0.568 0.295 -0.329 -0.458 -0.653 0.242 0.319 0.342 0.467 0.357 0.065 -0.090 0.323 -0.661 0.306 0.140 0.336 0.349 0.257 0.261 -0.866 -0.358 0.395 -0.694 -0.243 -0.574 -0.766 -0.154 -0.676 0.315 0.341 0.286 0.404 -0.479 0.296 0.401 0.084 0.456 0.328 0.315 0.464 0.329 0.344 0.024 -0.766 -0.383 -0.100

=====

2.
Here is a structure of composition C47H54BN8O2PS5W at a distorted geometry from the Open Molecules 2025 dataset. Energies are from ωB97M-V/def2-TZVPD.

Calculated values
* total energy: -131606.74154 eV
* gap between HOMO and LUMO (spin up / spin down): 6.42 / 6.39 eV
* LUMO energy (spin up / spin down): 0.14 / 0.11 eV
* energy above the lowest of the compared OMol25 structures with the same formula, charge and spin: 0.218 eV
* highest occupied orbital energy (spin up / spin down): -6.28 / -6.28 eV

The geometry in XYZ format:
```
119
Properties=species:S:1:pos:R:3:forces:R:3
W -0.466 0.181 0.093 0.233 1.032 0.167
O -1.024 -0.742 1.679 -0.084 -0.221 0.216
C -1.372 -1.952 2.090 -0.073 0.124 -0.010
C -2.006 -2.083 3.329 0.018 -0.145 -0.001
C -2.366 -3.337 3.779 0.018 0.056 0.050
C -2.088 -4.478 3.023 -0.006 -0.048 -0.025
C -1.456 -4.349 1.807 -0.013 0.029 0.021
C -1.098 -3.086 1.317 -0.003 -0.024 0.004
C -0.390 -2.965 0.076 -0.073 0.003 0.162
N -0.109 -1.845 -0.496 0.069 -0.176 -0.259
N 0.729 -2.014 -1.608 -0.129 0.048 0.072
C 0.813 -0.895 -2.241 0.063 0.142 -0.163
O 0.211 0.182 -1.850 0.185 -0.038 -0.057
C 1.671 -0.785 -3.445 -0.035 -0.051 0.035
C 2.347 -1.894 -3.944 0.006 -0.008 -0.042
C 3.202 -1.755 -5.026 -0.003 0.006 0.001
C 3.381 -0.511 -5.619 0.024 -0.012 -0.026
C 2.693 0.592 -5.134 -0.017 0.006 -0.008
C 1.839 0.456 -4.050 0.035 -0.005 -0.014
H -2.204 -1.190 3.906 -0.005 0.006 -0.013
H -2.865 -3.436 4.736 -0.003 0.002 -0.008
H -2.376 -5.456 3.386 0.006 0.005 0.001
H -1.244 -5.223 1.202 0.006 0.013 -0.007
H -0.014 -3.863 -0.401 0.009 -0.019 -0.038
H 2.191 -2.859 -3.480 -0.010 0.014 0.010
H 3.726 -2.620 -5.416 -0.008 0.005 0.008
H 4.047 -0.406 -6.467 -0.009 0.002 0.011
H 2.821 1.561 -5.602 -0.004 -0.005 0.009
H 1.300 1.307 -3.657 -0.007 0.001 0.010
C -1.535 2.710 -4.385 0.032 0.015 -0.001
C -0.870 4.040 -4.014 0.031 -0.030 -0.062
C -0.356 4.695 -5.295 0.010 0.011 0.010
C -1.841 4.991 -3.319 -0.040 -0.007 -0.016
N 0.298 3.786 -3.112 -0.038 0.070 0.094
C 1.601 4.199 -3.351 -0.003 -0.063 -0.041
C 2.366 3.724 -2.351 0.048 0.028 -0.048
N 1.551 3.023 -1.485 -0.076 -0.026 0.024
B 1.877 2.158 -0.270 0.039 -0.042 -0.003
N 1.949 2.901 1.063 -0.025 -0.038 0.011
C 3.006 3.672 1.497 0.056 0.026 0.026
C 2.722 4.105 2.736 0.004 -0.003 0.004
N 1.478 3.596 3.082 -0.033 0.012 -0.022
C 1.005 2.848 2.041 -0.020 0.016 0.030
S -0.511 2.043 2.023 0.013 -0.129 -0.187
C 0.817 3.822 4.403 0.028 -0.004 0.030
C 1.716 4.704 5.270 0.018 -0.006 -0.036
C -0.510 4.552 4.198 -0.033 0.003 0.014
C 0.636 2.482 5.117 -0.001 -0.005 0.026
N 3.020 1.163 -0.516 -0.033 -0.030 0.107
C 4.016 1.122 -1.469 0.025 -0.008 -0.042
C 4.680 -0.037 -1.319 0.014 0.008 -0.012
N 4.093 -0.732 -0.271 0.029 0.038 0.062
C 3.050 0.002 0.190 -0.082 -0.022 -0.043
S 1.864 -0.362 1.374 -0.016 -0.033 -0.025
C 4.554 -2.112 0.083 -0.013 -0.028 -0.051
C 4.056 -3.055 -1.011 -0.002 -0.015 0.017
C 6.084 -2.091 0.135 0.003 0.005 -0.012
C 4.044 -2.581 1.440 0.022 -0.013 0.022
C 0.272 3.109 -1.934 -0.033 0.027 0.044
S -1.116 2.572 -1.098 0.052 -0.221 -0.102
H -2.248 2.892 -5.190 -0.024 -0.005 0.028
H -2.060 2.257 -3.548 0.020 -0.014 0.009
H -0.795 1.991 -4.743 0.000 0.019 -0.013
H -1.201 4.821 -5.970 -0.004 0.005 0.013
H 0.383 4.070 -5.801 -0.023 -0.006 -0.003
H 0.068 5.684 -5.113 0.018 -0.014 0.013
H -2.689 5.182 -3.980 0.015 -0.002 -0.001
H -1.354 5.943 -3.097 0.001 -0.009 0.001
H -2.219 4.561 -2.394 -0.004 0.020 -0.020
H 1.876 4.780 -4.210 0.009 0.009 0.027
H 3.421 3.853 -2.185 -0.020 0.002 0.003
H 0.901 1.512 -0.088 -0.214 -0.252 -0.148
H 3.882 3.835 0.892 -0.031 -0.010 0.009
H 3.300 4.721 3.395 -0.001 0.009 -0.005
H 1.874 5.689 4.827 0.003 -0.007 -0.008
H 2.680 4.236 5.470 -0.004 -0.004 -0.002
H 1.216 4.850 6.227 -0.007 -0.001 -0.008
H -0.343 5.510 3.703 0.009 -0.008 -0.001
H -0.962 4.743 5.173 0.003 -0.001 -0.011
H -1.206 3.968 3.601 0.012 0.006 0.008
H 1.600 1.981 5.229 -0.005 0.008 -0.003
H -0.036 1.822 4.576 0.014 0.011 0.008
H 0.227 2.665 6.112 -0.007 -0.010 -0.013
H 4.155 1.883 -2.213 0.007 -0.001 0.016
H 5.498 -0.436 -1.888 -0.013 0.027 0.007
H 4.455 -2.775 -1.988 0.003 0.009 0.010
H 2.966 -3.027 -1.064 0.015 0.003 -0.005
H 4.378 -4.073 -0.788 -0.004 0.008 0.001
H 6.538 -1.869 -0.830 0.000 -0.012 0.005
H 6.437 -3.076 0.439 -0.009 0.007 0.000
H 6.438 -1.359 0.864 -0.007 -0.004 -0.002
H 2.974 -2.764 1.438 0.016 -0.006 -0.002
H 4.269 -1.865 2.231 -0.002 0.008 -0.013
H 4.559 -3.516 1.667 -0.008 0.004 0.012
S -2.191 -1.473 -3.509 -0.018 0.035 0.019
P -3.352 -1.231 -1.953 0.075 0.006 -0.086
S -2.842 0.131 -0.483 -0.021 -0.069 0.181
C -3.711 -2.813 -1.111 0.022 -0.101 -0.059
C -4.292 -2.834 0.153 -0.076 0.015 0.017
C -4.662 -4.038 0.732 0.006 0.051 0.014
C -4.443 -5.231 0.057 0.019 -0.015 -0.073
C -3.848 -5.215 -1.198 -0.015 -0.041 0.083
C -3.487 -4.010 -1.784 0.059 0.030 0.042
C -5.037 -0.698 -2.433 -0.017 -0.023 -0.005
C -5.913 -0.111 -1.523 -0.026 -0.007 0.010
C -7.205 0.216 -1.907 0.019 -0.007 0.021
C -7.636 -0.046 -3.200 0.007 0.000 -0.025
C -6.767 -0.631 -4.110 -0.024 0.005 0.001
C -5.474 -0.956 -3.729 0.051 0.043 -0.013
H -4.449 -1.904 0.688 0.011 -0.019 0.004
H -5.110 -4.043 1.718 0.007 -0.007 -0.008
H -4.728 -6.172 0.512 0.000 0.001 -0.002
H -3.670 -6.143 -1.727 -0.004 -0.003 0.011
H -3.017 -3.988 -2.760 -0.021 0.027 0.000
H -5.585 0.099 -0.513 0.017 0.015 0.008
H -7.876 0.678 -1.193 0.005 -0.005 -0.008
H -8.645 0.210 -3.498 0.008 -0.001 0.005
H -7.095 -0.834 -5.122 -0.003 0.004 0.010
H -4.784 -1.396 -4.438 -0.002 -0.004 0.019
```
Forces are in eV/Å.

Mulliken atomic charge list, values in e, 99 entries: -0.283 0.068 0.109 -0.971 -0.504 -0.937 -0.719 1.271 -1.069 1.839 -0.747 0.376 -0.045 -0.296 -0.746 -0.823 -0.695 -1.039 0.987 0.527 0.422 0.429 0.454 0.457 0.557 0.457 0.417 0.480 -0.009 -1.249 1.227 -2.160 -1.652 0.657 -0.643 -1.108 0.720 1.151 0.650 -1.142 -0.388 0.452 0.263 -0.177 1.215 -2.240 -1.544 -1.491 0.836 -0.804 -0.723 0.617 0.103 -0.327 1.242 -1.062 -1.826 -1.962 -0.064 -0.029 0.556 0.250 0.202 0.473 0.431 0.439 0.462 0.376 0.366 0.582 0.717 -2.090 0.560 0.519 0.478 0.474 0.461 0.382 0.483 0.333 0.377 0.260 0.495 0.449 0.453 0.311 0.039 0.588 0.433 0.462 0.387 0.311 0.410 0.537 -0.583 1.199 -0.798 0.707 -0.446

=====

Q: Look up the total energy of the first one.
A: -66482.25613 eV